129
Properties=species:S:1:pos:R:3:forces:R:3:lowdin_charge:R:1 method="wB97M-V/def2-TZVPD" e_lumo_ev=3.2 charge=-2 e_tot_ha=-4533.86612 orbital_gap_ev=3.198
Sn -0.4482 -0.0758 0.4514 0.7 -0.4 0.2 1.34
O -0.9852 -0.6227 2.8098 -0.1 0.1 -0.2 -0.14
C 0.1612 -0.1503 3.1117 0.3 0.3 0.3 -0.48
C -0.3420 1.1994 5.0301 0.3 0.0 0.0 -0.26
C 0.4476 0.3200 5.9906 -0.1 -0.1 0.0 -0.05
C 1.3332 -0.6526 5.7154 0.0 0.1 -0.1 -0.03
C 1.9742 -1.2229 4.4634 0.0 0.2 0.0 -0.11
C 1.3741 -1.0062 3.0292 -0.1 -0.1 -0.2 -0.27
C 1.5401 -2.1238 1.9700 0.2 0.3 0.0 -0.20
N 0.6085 -1.9752 0.8571 -0.6 0.3 -0.4 -0.19
N 0.5159 -3.0860 0.1241 -0.2 -0.1 -0.3 0.08
C -0.1961 -3.1777 -0.9350 0.4 0.4 0.4 -0.31
O -0.9022 -2.0057 -1.3482 -0.2 0.0 0.1 -0.16
C -0.2745 -4.4044 -1.7375 -0.1 -0.1 -0.1 -0.16
C -1.3944 -4.7376 -2.5043 0.0 0.0 0.0 -0.03
C -1.3956 -5.8774 -3.2970 0.0 0.0 0.1 -0.08
C -0.2956 -6.7230 -3.3185 0.0 0.1 0.1 -0.11
C 0.8038 -6.4251 -2.5209 0.0 0.0 0.0 -0.10
C 0.8172 -5.2786 -1.7435 0.1 0.1 0.0 -0.04
H -1.0352 3.1987 4.7752 0.0 0.0 0.0 0.11
H 0.2384 0.4993 7.0494 0.1 0.0 -0.1 0.10
H 1.7785 -1.1099 6.5982 0.0 0.0 0.0 0.10
H 2.1793 -2.2808 4.6380 0.0 0.0 0.0 0.14
H 1.5380 -3.1494 2.3419 -0.1 0.0 0.0 0.14
H -2.2689 -4.0995 -2.4941 0.1 0.1 -0.1 0.11
H -2.2650 -6.1003 -3.9052 0.0 0.0 0.0 0.10
H -0.2937 -7.6026 -3.9506 0.0 0.0 0.0 0.09
H 1.6653 -7.0831 -2.5198 0.0 0.0 0.0 0.09
H 1.6727 -5.0300 -1.1256 0.0 0.0 -0.1 0.11
C -0.7397 4.7232 0.3425 0.0 -0.1 0.1 -0.07
C -2.0627 4.0615 0.1501 -0.2 0.3 0.0 -0.63
N -2.2864 2.7978 0.2550 0.1 -0.5 0.1 0.09
C -3.6144 2.4828 0.0826 0.2 -0.2 0.1 -0.32
C -4.4189 3.5491 -0.1631 -0.2 0.2 -0.1 -0.37
S -3.4947 4.9845 -0.1861 0.1 0.1 0.0 1.03
C -4.1036 1.0947 0.2076 0.1 -0.3 0.1 -0.30
C -5.4126 0.7596 0.0839 -0.3 0.0 -0.1 -0.37
S -5.6397 -0.9094 0.3588 0.0 -0.1 0.0 1.05
C -3.9457 -1.0874 0.6442 0.0 -0.2 0.0 -0.63
N -3.2814 0.0151 0.5224 -0.1 0.7 0.0 0.02
C -3.3314 -2.4075 0.9911 0.1 0.1 -0.1 -0.06
H 0.0457 3.9946 0.1537 0.0 0.0 -0.1 0.07
H -0.6296 5.0617 1.3744 0.0 0.0 0.0 0.08
H -0.6236 5.5796 -0.3206 0.0 0.0 0.0 0.07
H -5.4874 3.5740 -0.3278 0.2 0.0 0.0 0.07
H -6.2505 1.3941 -0.1627 0.1 0.0 0.0 0.07
H -4.0211 -3.0155 1.5740 0.0 0.0 0.0 0.08
H -2.4191 -2.2383 1.5673 0.0 0.0 0.0 0.07
H -3.0684 -2.9537 0.0835 0.0 0.0 0.0 0.08
C 4.4259 1.5520 0.1241 -0.4 -0.1 0.0 -0.29
C 3.8595 2.0252 1.4771 -0.1 0.1 -0.1 -0.34
P 2.2262 1.2299 1.8262 0.3 -0.1 0.0 1.05
C 1.5287 1.9009 3.3822 -0.2 0.1 -0.1 -0.33
C 0.3867 1.1306 3.7140 -0.3 -0.2 0.0 -0.20
C -0.5645 2.6305 5.5840 0.1 -0.2 0.0 -0.17
C 0.6689 3.3393 6.0538 0.0 0.1 -0.1 -0.15
C 1.7662 3.5372 5.3030 0.0 -0.1 -0.1 -0.14
C 2.0782 3.0062 3.9930 0.0 -0.1 0.0 -0.12
C 2.7121 -0.3459 2.5905 -0.1 -0.1 -0.1 -0.37
C 3.3268 -0.4670 4.0253 0.1 -0.3 -0.1 -0.21
C 4.6106 -1.2073 4.1202 0.1 0.0 0.0 -0.17
C 4.9164 -2.1590 3.1490 -0.3 0.2 -0.1 -0.23
C 4.1852 -2.3961 1.9938 0.0 0.0 0.1 -0.15
C 2.9882 -1.5686 1.6471 -0.1 -0.2 0.3 -0.23
C 3.6404 2.0978 -1.0928 0.0 -0.1 0.2 -0.35
P 2.1434 1.1294 -1.6223 0.0 -0.1 -0.1 1.00
C 2.8741 -0.0278 -2.8545 -0.1 0.2 0.0 -0.37
C 2.6442 -1.3905 -2.6959 0.0 -0.1 0.0 -0.08
C 3.1498 -2.3046 -3.6169 0.1 0.1 0.1 -0.09
C 3.8884 -1.8593 -4.7012 0.0 0.1 0.0 -0.09
C 4.1109 -0.4954 -4.8762 0.0 0.0 0.0 -0.09
C 3.6033 0.4127 -3.9613 0.0 -0.1 0.0 -0.10
C 1.3033 2.3358 -2.7374 0.0 0.0 0.1 -0.37
C 1.3446 3.7185 -2.5559 0.0 0.0 -0.1 -0.12
C 0.5661 4.5649 -3.3418 0.0 -0.1 0.1 -0.11
C -0.2781 4.0419 -4.3090 0.0 0.0 0.0 -0.10
C -0.3386 2.6646 -4.4948 0.0 0.0 0.1 -0.06
C 0.4397 1.8242 -3.7129 0.0 0.1 0.0 -0.08
H 4.4716 0.4563 0.1074 0.0 0.1 0.0 0.09
H 5.4561 1.9044 0.0402 0.0 0.0 0.0 0.10
H 3.7565 3.1146 1.4566 0.0 0.0 0.0 0.07
H 4.5283 1.7502 2.2939 0.1 0.0 0.0 0.09
H -1.3255 0.7445 4.8888 -0.1 0.0 0.0 0.13
H -1.2857 2.5781 6.4064 0.0 0.0 0.0 0.10
H 0.6604 3.7450 7.0615 0.0 0.0 0.0 0.07
H 2.5474 4.1573 5.7387 0.0 0.0 0.0 0.08
H 2.9233 3.4703 3.4946 0.0 0.0 0.1 0.06
H 3.3825 0.4938 4.5407 -0.1 0.0 0.0 0.12
H 5.2485 -1.0548 4.9868 0.0 0.0 -0.1 0.04
H 5.8155 -2.7588 3.2968 0.0 0.0 0.0 0.07
H 4.4716 -3.1838 1.2998 0.0 0.1 0.1 0.05
H 3.0045 -1.2669 0.5941 -0.1 0.0 -0.1 0.10
H 4.2952 2.1718 -1.9620 0.1 0.1 0.0 0.07
H 3.2995 3.1070 -0.8469 0.1 0.0 0.0 0.05
H 2.0554 -1.7433 -1.8527 0.1 0.0 0.0 0.08
H 2.9496 -3.3624 -3.4891 0.0 0.0 0.0 0.10
H 4.2775 -2.5661 -5.4241 0.0 0.0 0.0 0.10
H 4.6653 -0.1420 -5.7390 0.0 0.0 0.0 0.09
H 3.7480 1.4763 -4.1236 0.0 0.0 0.0 0.10
H 1.9858 4.1569 -1.7997 -0.1 0.0 -0.1 0.08
H 0.6149 5.6371 -3.1831 0.0 0.0 0.0 0.09
H -0.8920 4.6976 -4.9155 0.0 0.0 0.0 0.09
H -1.0078 2.2365 -5.2319 0.0 0.0 0.0 0.10
H 0.3636 0.7540 -3.8623 0.0 -0.1 0.0 0.10
C -1.1097 -1.7909 -2.6583 0.3 -0.1 0.3 -0.12
C -1.2793 -1.7033 -3.8490 -0.1 0.1 -0.2 -0.03
C -1.4202 -1.6407 -5.2685 -0.1 0.1 0.0 -0.19
C -2.2588 -0.6112 -5.8343 0.2 -0.1 0.0 -0.19
C -3.1364 0.1741 -5.0327 0.0 0.0 -0.1 -0.06
C -3.8724 1.2233 -5.5548 0.1 -0.1 0.0 -0.14
C -3.7977 1.5654 -6.9056 -0.1 0.1 0.1 -0.16
C -2.9514 0.8163 -7.7136 0.1 -0.2 0.1 -0.14
C -2.2062 -0.2372 -7.2041 -0.1 0.2 -0.1 -0.07
C -0.6928 -2.6494 -6.0222 -0.1 0.0 0.1 -0.18
C 0.3857 -3.3616 -5.4371 0.0 -0.1 -0.1 -0.05
C 1.0462 -4.3786 -6.1021 -0.1 0.1 0.0 -0.12
C 0.6803 -4.7527 -7.3950 0.1 0.0 0.1 -0.15
C -0.3753 -4.0762 -7.9921 -0.1 0.1 0.1 -0.13
C -1.0468 -3.0564 -7.3306 0.1 -0.1 0.0 -0.07
H -3.2204 -0.0588 -3.9785 0.0 0.0 0.0 0.09
H -4.5184 1.7917 -4.8952 0.0 0.0 0.1 0.09
H -4.3682 2.3956 -7.3072 0.0 0.0 0.0 0.07
H -2.8571 1.0664 -8.7661 0.0 0.0 0.0 0.09
H -1.5316 -0.7572 -7.8703 0.0 0.2 0.1 0.08
H 0.6988 -3.1026 -4.4326 -0.1 0.0 -0.1 0.08
H 1.8632 -4.8898 -5.6041 0.0 0.0 0.0 0.09
H 1.1983 -5.5503 -7.9149 0.0 0.0 0.0 0.08
H -0.6960 -4.3575 -8.9906 0.0 0.0 0.0 0.08
H -1.8959 -2.5940 -7.8153 0.0 -0.2 0.0 0.08